[1]
C24H40N4O6PS4SbTl as an isolated structure, computed with wB97M-V/def2-TZVPD.

Each line ends with the Mulliken charge.
CARTESIAN COORDINATES (ANGSTROEM)
1 Tl 0.8351 0.5273 -0.0173  1.844
2 C -2.1328 -1.5273 3.3624  -0.942
3 N -0.6945 -1.8110 3.3718  0.218
4 C -0.2540 -2.7677 4.3843  -0.962
5 C 0.0876 -1.3079 2.4253  0.811
6 O -0.3842 -0.6059 1.5125  -0.526
7 C 1.5686 -1.6663 2.4695  -0.996
8 O 2.3152 -0.8698 1.5739  -0.428
9 C 3.2509 -1.5831 0.7821  -1.205
10 C 2.5368 -2.2422 -0.3989  0.686
11 O 1.3619 -1.9178 -0.6116  -0.404
12 N 3.2147 -3.0940 -1.1643  0.110
13 C 4.6129 -3.4617 -0.9665  -0.980
14 C 2.6079 -3.6177 -2.3862  -0.850
15 H -2.6896 -2.4556 3.2315  0.371
16 H -2.4132 -1.0776 4.3147  0.362
17 H -2.3692 -0.8443 2.5542  0.179
18 H -0.3930 -3.7926 4.0345  0.322
19 H 0.7860 -2.6273 4.6609  0.316
20 H -0.8637 -2.6286 5.2740  0.349
21 H 1.9574 -1.5056 3.4749  0.365
22 H 1.6583 -2.7293 2.2251  0.578
23 H 3.9583 -0.8444 0.4018  0.443
24 H 3.7932 -2.3016 1.3961  0.592
25 H 4.9562 -3.2359 0.0372  0.321
26 H 4.7211 -4.5322 -1.1335  0.357
27 H 5.2473 -2.9376 -1.6835  0.337
28 H 1.6766 -3.0970 -2.5735  0.012
29 H 3.2904 -3.4569 -3.2199  0.398
30 H 2.4183 -4.6867 -2.2856  0.331
31 S 1.6687 4.4691 -2.2848  -0.346
32 Sb 0.3718 2.5017 -2.6363  0.329
33 S -0.5534 2.5900 -0.3213  -0.896
34 S 2.2245 0.9920 -1.9912  -0.414
35 O -0.8621 -0.2203 -1.6161  -0.193
36 S -1.6735 -1.4944 -1.4574  0.702
37 C -3.4207 -1.0803 -1.7755  -1.208
38 C -4.0100 -0.1784 -0.7372  0.233
39 C -3.9860 1.2003 -0.9028  -0.203
40 C -4.5406 2.0325 0.0593  -0.655
41 C -5.1238 1.4925 1.1955  -0.456
42 C -5.1609 0.1135 1.3641  -0.645
43 C -4.6054 -0.7160 0.4033  -0.387
44 C -1.3576 -2.4433 -3.0080  -1.177
45 C -1.2034 -1.5683 -4.2109  0.248
46 C 0.0062 -0.9132 -4.4329  0.152
47 C 0.1579 -0.0705 -5.5235  -0.824
48 C -0.9006 0.1362 -6.3984  -0.451
49 C -2.1045 -0.5225 -6.1919  -0.742
50 C -2.2533 -1.3730 -5.1053  -0.386
51 H -3.9103 -2.0574 -1.7650  0.658
52 H -3.4628 -0.6430 -2.7719  0.427
53 H -3.5450 1.6234 -1.7984  0.344
54 H -4.5215 3.1049 -0.0866  0.445
55 H -5.5657 2.1417 1.9404  0.436
56 H -5.6435 -0.3160 2.2333  0.468
57 H -4.6615 -1.7935 0.5228  0.421
58 H -2.1834 -3.1508 -3.0945  0.704
59 H -0.4433 -2.9938 -2.7924  0.264
60 H 0.8367 -1.0745 -3.7544  0.332
61 H 1.1107 0.4130 -5.7028  0.518
62 H -0.7831 0.7939 -7.2499  0.426
63 H -2.9251 -0.3858 -6.8838  0.414
64 H -3.1836 -1.9152 -4.9760  0.463
65 N 1.1159 5.1569 0.6797  0.196
66 C 2.2915 4.5163 1.3399  -0.543
67 P 1.6586 3.2490 2.5313  0.861
68 O 0.3731 3.8399 3.0741  -1.007
69 O 1.7414 1.8838 1.9517  -0.377
70 C 2.7352 3.3584 4.0603  -0.873
71 N 1.8755 4.0455 5.0806  -0.236
72 H 0.5861 5.7391 1.3261  0.414
73 H 0.4800 4.3896 0.3253  -0.196
74 H 1.3877 5.6726 -0.1607  0.366
75 H 2.8915 5.2757 1.8374  0.477
76 H 2.8922 4.0383 0.5670  0.209
77 H 3.6709 3.8915 3.9132  0.392
78 H 2.9526 2.3446 4.3835  0.274
79 H 1.7570 3.5162 5.9401  0.333
80 H 0.9315 4.1113 4.5323  0.368
81 H 2.2069 4.9753 5.3231  0.329

Cartesian forces (eV/Å) of the 3 atoms listed first:
-0.3 -0.1 0.0
0.0 0.0 0.0
-0.1 0.1 0.0

Values from the calculation:
LUMO (spin up / spin down) (eV): -4.9 / -6.8
Orbital gap (spin up / spin down) (Eh): 0.2927 / 0.2190
Multiplicity: 2
ΔE to the lowest compared entry with this formula, charge and spin (kJ/mol): 95.33
Total charge: +2
E (Ha): -3955.44368

[2]
C24H40N6OPtSSi2 as an isolated structure, computed with wB97M-V/def2-TZVPD.

Each line ends with the Mulliken charge.
CARTESIAN COORDINATES (ANGSTROEM)
1 Pt 1.0991 -0.7917 -0.2769  0.354
2 C 0.4122 -4.7713 -1.3637  -2.018
3 C 0.3587 -3.6729 -0.2927  1.745
4 N 1.4234 -2.7067 -0.4543  0.377
5 N 2.6692 -3.0794 -0.9310  -0.161
6 C 3.6782 -2.2522 -0.7714  0.834
7 N 4.9100 -2.5682 -1.1966  -0.440
8 S 3.4004 -0.7050 -0.0331  -0.661
9 C -0.9197 -2.8462 -0.4850  -0.273
10 C -2.1800 -3.4069 -0.4137  -0.602
11 C -3.2925 -2.6442 -0.7420  -1.070
12 C -3.1122 -1.3372 -1.1640  -0.808
13 C -1.8333 -0.8161 -1.1737  -0.070
14 N -0.7685 -1.5367 -0.8039  -0.012
15 H 1.2738 -5.4236 -1.2034  0.577
16 H 0.4529 -4.3433 -2.3665  0.449
17 H -0.4672 -5.4104 -1.3054  0.430
18 H 2.7548 -3.9333 -1.4656  0.204
19 H 5.1595 -3.5013 -1.4785  0.196
20 H 5.6486 -1.8927 -1.1073  0.226
21 H -2.2902 -4.4456 -0.1333  0.511
22 H -4.2825 -3.0780 -0.6970  0.478
23 H -3.9428 -0.7226 -1.4801  0.521
24 H -1.6381 0.2035 -1.4697  0.329
25 C -1.3098 -1.6357 3.1225  -0.917
26 Si 0.3628 -0.9108 2.9413  -0.041
27 C 0.3740 -4.3304 1.0959  -1.252
28 C 1.8783 -1.7268 3.5492  -0.953
29 N 0.4752 0.5276 2.2237  0.629
30 C 0.6408 1.7543 1.9575  0.075
31 C 0.5946 2.7747 2.9857  -0.766
32 C 0.7410 4.0683 2.6691  -0.594
33 C 0.9523 4.4963 1.2954  -1.054
34 C 1.0109 3.6132 0.2938  -0.721
35 C 0.8661 2.1734 0.5209  1.571
36 N 0.9367 1.2916 -0.4101  -0.232
37 Si 1.3484 1.7593 -2.1824  0.817
38 C 1.2388 0.2736 -3.3129  -1.165
39 C 0.1673 3.0107 -2.8983  -1.413
40 C 3.0870 2.4125 -2.1029  -1.133
41 H -1.2825 -2.7219 3.0538  0.474
42 H -1.9898 -1.2346 2.3706  0.164
43 H -1.7024 -1.3796 4.1114  0.491
44 H -0.3612 -5.1318 1.1832  0.384
45 H 1.3628 -4.7493 1.2860  0.385
46 H 0.1657 -3.5915 1.8665  -0.277
47 H 1.8762 -2.7887 3.3020  0.337
48 H 1.9130 -1.6428 4.6403  0.475
49 H 2.7649 -1.2527 3.1298  0.315
50 H 0.4311 2.4489 4.0039  0.514
51 H 0.7056 4.8201 3.4471  0.443
52 H 1.0721 5.5525 1.0959  0.503
53 H 1.1848 3.9576 -0.7105  0.392
54 H 0.8382 -0.6308 -2.8600  0.226
55 H 2.2327 0.0311 -3.6952  0.363
56 H 0.6066 0.5270 -4.1667  0.415
57 H -0.8030 2.5611 -3.1178  0.334
58 H 0.6128 3.2753 -3.8637  0.477
59 H 0.0104 3.9410 -2.3587  0.447
60 H 3.7871 1.6579 -1.7442  0.309
61 H 3.2002 3.3058 -1.4891  0.349
62 H 3.3837 2.6788 -3.1215  0.424
63 C -3.9363 2.6829 1.1406  -0.623
64 C -3.5809 3.7988 0.1614  -0.743
65 C -2.8227 3.0255 -0.9013  -0.245
66 O -2.0980 1.9931 -0.1976  -0.142
67 C -2.6696 1.8396 1.1110  0.346
68 H -4.7869 2.1107 0.7661  0.291
69 H -4.1789 3.0359 2.1411  0.400
70 H -2.9288 4.5350 0.6363  0.272
71 H -4.4494 4.3172 -0.2393  0.448
72 H -2.1101 3.6317 -1.4577  0.112
73 H -3.5140 2.5567 -1.6093  0.263
74 H -1.9535 2.1935 1.8613  -0.003
75 H -2.8582 0.7761 1.2847  -0.284

Cartesian forces (eV/Å) of the 3 atoms listed first:
0.5 -0.2 -0.6
-0.1 0.1 -0.1
-0.1 0.0 -0.1

Values from the calculation:
LUMO (eV): -7.2
Orbital gap (Eh): 0.1970
Multiplicity: 1
ΔE to the lowest compared entry with this formula, charge and spin (kJ/mol): 155.38
Total charge: +2
E (Ha): -2438.34015

[3]
A 3-piece molecular cluster, C24H41F16O8P2 overall, computed with wB97M-V/def2-TZVPD.

Each line ends with the Mulliken charge.
CARTESIAN COORDINATES (ANGSTROEM)
1 C 4.0053 4.6036 -7.5326  -0.707
2 O 4.0738 4.0413 -6.2462  -0.297
3 C 3.6775 4.9119 -5.2040  -0.628
4 C 3.5142 4.1117 -3.9244  -0.354
5 C 4.8179 3.9530 -3.1464  -0.906
6 C 4.6927 3.0285 -1.9416  -0.377
7 C 3.7162 3.5418 -0.8818  -0.413
8 C 3.8845 2.8452 0.4658  -1.110
9 C 3.5679 1.3515 0.3919  0.768
10 C 3.0901 0.7412 1.7100  -1.469
11 C 2.3201 -0.5780 1.5512  0.970
12 C 3.1787 -1.8604 1.6225  -0.888
13 C 2.8594 -2.9552 0.5990  -1.096
14 P 3.2970 -2.5378 -1.1802  0.922
15 P 1.1310 -2.3025 -1.9687  0.800
16 O 0.5317 -3.1633 -3.0131  -0.799
17 O 0.0317 -2.2289 -0.7183  -0.589
18 O 1.0510 -0.7271 -2.4902  -0.605
19 O 3.1895 -4.2163 -1.5670  -0.464
20 C 3.5464 -4.5321 -2.8904  -0.462
21 C 4.3141 -3.3193 -3.4186  -0.471
22 O 3.6912 -2.2054 -2.8481  -0.326
23 H 3.2796 5.4240 -7.5740  0.322
24 H 4.9815 4.9921 -7.8478  0.239
25 H 3.6929 3.8282 -8.2328  0.228
26 H 2.7437 5.4181 -5.4826  0.422
27 H 4.4443 5.6913 -5.0641  0.287
28 H 3.1274 3.1250 -4.1944  0.268
29 H 2.7534 4.5879 -3.3004  0.345
30 H 5.5836 3.5688 -3.8272  0.318
31 H 5.1587 4.9402 -2.8094  0.319
32 H 4.3819 2.0351 -2.2807  0.134
33 H 5.6773 2.9015 -1.4776  0.417
34 H 2.6866 3.3879 -1.2235  0.125
35 H 3.8449 4.6248 -0.7653  0.455
36 H 4.9170 2.9892 0.8061  0.322
37 H 3.2404 3.3228 1.2114  0.371
38 H 2.8043 1.1861 -0.3776  -0.409
39 H 4.4462 0.8050 0.0398  0.318
40 H 2.4727 1.4738 2.2401  0.453
41 H 3.9580 0.5560 2.3544  0.297
42 H 1.5459 -0.6252 2.3231  0.531
43 H 1.7983 -0.5459 0.5913  -0.837
44 H 4.2415 -1.5952 1.5518  0.351
45 H 3.0478 -2.2880 2.6231  0.332
46 H 3.4949 -3.8204 0.8049  0.424
47 H 1.8292 -3.2992 0.7179  0.405
48 H 4.7087 -2.5994 -0.8587  -0.098
49 H 3.2745 -1.1157 -0.9455  -0.647
50 H 0.2262 -1.5418 -0.0705  0.291
51 H 1.4722 -0.1350 -1.8509  0.298
52 H 2.6421 -4.7030 -3.4837  0.265
53 H 4.1581 -5.4427 -2.9001  0.314
54 H 4.2700 -3.2627 -4.5091  0.301
55 H 5.3710 -3.3641 -3.1117  0.340
56 C -3.9284 -0.0778 0.8675  -0.641
57 C -3.0851 0.5942 1.9558  1.038
58 C -3.0860 2.1276 2.0039  -0.011
59 F -2.5125 2.6426 0.9017  -0.212
60 F -2.3734 2.5337 3.0820  -0.272
61 F -1.8294 0.1304 1.9668  -0.258
62 F -3.6830 0.2276 3.1511  -0.336
63 O -3.2257 -0.5105 -0.2674  -0.401
64 C -3.0913 0.2714 -1.3811  0.700
65 C -1.6143 0.4278 -1.7584  0.633
66 F -0.9604 1.0292 -0.7312  -0.228
67 F -1.5387 1.2427 -2.8350  -0.315
68 F -3.6939 1.4742 -1.2236  -0.325
69 F -3.7166 -0.3460 -2.4074  -0.317
70 H -4.3038 -0.9907 1.3278  0.251
71 H -4.7855 0.5489 0.6174  0.392
72 H -4.1074 2.5070 2.0950  0.273
73 H -1.1532 -0.5347 -1.9721  -0.008
74 C -6.0581 -3.1932 5.4038  -0.851
75 C -6.3118 -2.9425 3.9132  0.952
76 C -6.4997 -1.4864 3.4733  0.211
77 F -7.6183 -0.9633 4.0181  -0.245
78 F -6.6314 -1.4571 2.1260  -0.250
79 F -7.3369 -3.6946 3.4714  -0.284
80 F -5.1733 -3.3500 3.2757  -0.308
81 O -7.1979 -3.5878 6.1456  -0.400
82 C -7.9552 -2.6979 6.8400  0.851
83 C -9.4442 -2.8494 6.4893  0.191
84 F -9.6406 -2.5935 5.1830  -0.219
85 F -10.1577 -1.9565 7.2120  -0.257
86 F -7.5454 -1.4269 6.6796  -0.288
87 F -7.8452 -2.9870 8.1634  -0.312
88 H -5.3864 -4.0491 5.4356  0.443
89 H -5.5508 -2.3406 5.8535  0.362
90 H -5.6344 -0.8835 3.7567  0.197
91 H -9.7804 -3.8612 6.7222  0.239

Cartesian forces (eV/Å) of the 3 atoms listed first:
0.1 0.1 0.0
-0.2 -0.2 0.0
0.1 0.1 0.0

Values from the calculation:
LUMO (eV): 1.8
Orbital gap (Eh): 0.2350
Multiplicity: 1
Total charge: -1
E (Ha): -3821.70319